Here is a structure of composition H4N2O2S from the Open Molecules 2025 dataset. Energies are from ωB97M-V/def2-TZVPD.

Values from the calculation:
multiplicity: 3
total charge: 0
total energy: -17968.6092 eV
gap between HOMO and LUMO (alpha / beta): 8.73 / 7.04 eV
highest occupied orbital energy (alpha / beta): -0.2977 / -0.3504 Eh
maximum force: 0.08964 hartree/bohr
ΔE to the lowest compared entry with this formula, charge and spin: 2.264 eV

The geometry in XYZ format:
```
9
Properties=species:S:1:pos:R:3:lowdin_spin:R:1
N -0.50247 1.09207 0.16897 0.951
N 1.20786 0.85108 -1.01518 0.672
O -0.58877 -1.52556 -0.27965 0.152
O -0.93559 -0.44506 2.02393 0.035
S 0.07183 -0.20415 0.69123 0.146
H 1.65815 1.68002 -0.68248 0.023
H 0.70230 0.73154 -1.86719 0.016
H 0.17467 -1.88861 -0.79334 0.002
H -1.78797 -0.29132 1.75371 0.003
```